45
Properties=species:S:1:pos:R:3 method="wB97M-V/def2-TZVPD" e_lumo_ev=-5.6 e_homo_ev=-10.71 charge=+1 e_above_lowest_ev=0.000 molar_mass_da=265.4
C -1.2352 0.0690 1.5628
C -0.0223 0.9092 1.4179
C 1.3120 0.5350 1.4845
C 2.3129 1.5742 1.4986
C 1.9370 3.0163 1.5292
C 3.6477 1.2471 1.5212
C 4.0813 -0.0731 1.5340
C 5.5381 -0.3836 1.5367
C 3.1293 -1.0880 1.5423
C 1.7753 -0.8300 1.5270
C 0.8579 -2.0019 1.5125
H -2.1400 0.6817 1.5929
H -1.3626 -0.6306 0.7362
H -1.2197 -0.4968 2.4942
H -0.2077 1.9581 1.2594
H 2.8242 3.6465 1.5908
H 1.3974 3.3134 0.6294
H 1.3206 3.2496 2.3985
H 4.3786 2.0374 1.5367
H 5.7113 -1.4612 1.5336
H 6.0290 0.0349 0.6552
H 6.0255 0.0303 2.4221
H 3.4658 -2.1106 1.5464
H 1.4252 -2.9344 1.5037
H 0.2226 -2.0275 2.3988
H 0.2322 -2.0032 0.6194
C 0.1114 1.7285 -2.3785
C -0.8579 0.6089 -2.4354
C -2.0885 0.6964 -1.9375
C -3.0976 -0.3677 -1.9506
C -4.3380 -0.1387 -1.3551
C -5.3149 -1.1126 -1.3484
C -5.0746 -2.3385 -1.9370
C -3.8533 -2.5857 -2.5322
C -2.8744 -1.6128 -2.5400
H 1.0611 1.4862 -2.8622
H -0.2863 2.6181 -2.8701
H 0.3335 2.0015 -1.3459
H -0.5444 -0.3115 -2.8963
H -2.3778 1.6271 -1.4813
H -4.5268 0.8180 -0.8973
H -6.2686 -0.9168 -0.8828
H -5.8404 -3.0985 -1.9308
H -3.6691 -3.5443 -2.9917
H -1.9297 -1.8192 -3.0108


15
Properties=species:S:1:pos:R:3 method="wB97M-V/def2-TZVPD" e_lumo_ev=1.1 e_homo_ev=-8.48 charge=0 smiles="C=CON(C)C" e_above_lowest_ev=4.072 molar_mass_da=87.1
C -1.2430 -1.8239 0.4124
C -1.5810 -0.5864 0.7351
O -0.5733 0.2949 1.1060
N 0.3699 0.2030 -0.0184
C -0.0435 1.1830 -0.9950
C 1.7665 0.3087 0.3375
H -0.2227 -2.1305 0.6205
H -1.8848 -2.4816 -0.1528
H -2.5714 -0.1527 0.5789
H 0.4141 0.9179 -1.9546
H 0.2315 2.2160 -0.7308
H -1.1285 1.1120 -1.1073
H 2.0915 1.3021 0.6904
H 2.0482 -0.4568 1.0673
H 2.3265 0.0944 -0.5891


17
Properties=species:S:1:pos:R:3 method="wB97M-V/def2-TZVPD" e_lumo_ev=-0.4 e_homo_ev=-8.68 charge=0 smiles="C[C@@H]1NS[C@H](C)C1=S" e_above_lowest_ev=2.447 molar_mass_da=147.3
C -1.1909 1.9748 0.3451
C -0.2732 0.8881 1.0219
N 1.0588 1.1007 0.4891
S 2.0752 -0.2252 1.0261
C 0.7472 -1.4291 0.5762
C 0.7716 -2.1041 -0.7271
C -0.6866 -0.4867 0.7668
S -2.1260 -1.1287 0.6601
H -1.6476 1.5800 -0.6529
H -0.6647 2.8130 -0.0957
H -2.0517 2.2838 0.9829
H -0.0847 1.2462 2.1108
H 1.1328 1.1063 -0.5489
H 0.8008 -2.1932 1.4754
H 0.8942 -1.4398 -1.6859
H -0.1169 -2.8858 -0.9337
H 1.6017 -2.6740 -0.8281


65
Properties=species:S:1:pos:R:3 method="wB97M-V/def2-TZVPD" e_lumo_ev=0.5 e_homo_ev=-7.89 charge=0 smiles=CCB(O)P(C)CCCCCCCOC.CCCC#N.CCCC#N molar_mass_da=370.3
C -1.0306 -2.6474 1.3233
C -0.5257 -4.0691 0.6280
B -0.2480 -3.8615 -1.0129
O -1.4322 -3.8609 -1.9204
P 1.5561 -3.5897 -1.6493
C 2.5186 -2.9640 -0.1121
C 1.6113 -2.2607 -3.0508
C 0.9681 -0.8146 -2.6256
C 2.0328 0.4296 -2.5536
C 2.6436 0.7395 -1.0644
C 1.7052 1.6838 -0.1080
C 0.2243 1.0638 0.2400
C -0.6195 2.0495 1.2479
O -1.6669 2.7055 0.4499
C -2.7893 1.8012 0.1481
H -1.9910 -2.8397 2.0034
H -1.3333 -1.8299 0.5373
H -0.2215 -2.1942 2.0712
H -1.4234 -4.8254 0.7463
H 0.4436 -4.3840 1.2153
H -2.1569 -4.3733 -1.4416
H 2.5382 -3.8192 0.7177
H 3.6020 -2.5749 -0.3833
H 1.9290 -2.0006 0.2721
H 2.7033 -2.2074 -3.4878
H 0.9140 -2.6985 -3.9153
H 0.3428 -0.9821 -1.6510
H 0.1796 -0.5269 -3.4743
H 1.5634 1.4125 -3.0249
H 2.9494 0.1407 -3.2596
H 3.6591 1.3428 -1.2395
H 2.9705 -0.2326 -0.4640
H 2.2776 1.7708 0.9358
H 1.5276 2.7757 -0.5128
H 0.2812 -0.0309 0.7114
H -0.3228 0.9165 -0.8108
H 0.1604 2.8485 1.6699
H -1.0155 1.4661 2.1862
H -2.9093 1.0212 1.0293
H -3.7829 2.4472 0.0596
H -2.6019 1.1458 -0.8316
C 3.3696 5.5969 1.1307
C 4.8532 5.6949 0.8004
C 5.3419 4.5714 -0.1135
C 5.2842 3.2559 0.5384
N 5.2350 2.2163 1.0505
H 3.1446 4.6893 1.6990
H 3.0625 6.4547 1.7378
H 2.7637 5.5926 0.2191
H 5.4307 5.7042 1.7327
H 5.0350 6.6549 0.3023
H 6.3788 4.7780 -0.4023
H 4.7522 4.5573 -1.0374
C -5.9671 -2.3073 -0.3540
C -6.5725 -2.0762 1.0243
C -5.5260 -1.9934 2.1352
C -4.8298 -3.2703 2.3434
N -4.2764 -4.2768 2.5056
H -5.4572 -3.2738 -0.4109
H -6.7535 -2.3004 -1.1157
H -5.2468 -1.5217 -0.6034
H -7.2931 -2.8742 1.2404
H -7.1350 -1.1350 1.0027
H -6.0245 -1.7061 3.0681
H -4.8002 -1.2042 1.9075